[1]
9
Properties=species:S:1:pos:R:3:forces:R:3 method="wB97M-V/def2-TZVPD" gap_ev=9.184 de_lowest_kcal_mol=72.7 total_energy_ha=-799.2270
C 1.117454 1.598733 0.468018 -0.191 1.360 1.303
C 1.759160 0.912353 -0.508033 -0.175 0.015 -0.385
C 0.442139 0.383016 0.736956 1.131 -0.265 -0.075
P -1.315248 0.067805 0.508744 -0.722 2.048 0.255
P 1.846532 -0.699763 0.362475 1.000 1.515 2.121
H 1.031502 2.664343 0.827819 -0.095 -1.378 -0.796
H -1.184722 -0.080316 -0.849735 -0.108 0.459 -1.239
H -1.402895 -1.265529 0.518720 0.282 -2.083 0.714
H 1.283054 -1.538340 -0.489292 -1.123 -1.670 -1.898

---

[2]
9
Properties=species:S:1:pos:R:3:forces:R:3 method="wB97M-V/def2-TZVPD" gap_ev="8.113 / 5.807" de_lowest_kcal_mol=113.5 total_energy_ha=-799.1620
C -0.560836 0.186666 0.358663 0.756 -2.590 -1.505
C 0.442326 0.211890 -0.775712 1.339 -0.743 1.418
C 0.445071 -1.015487 -0.096047 -1.142 0.470 0.657
P -2.174323 -0.207875 0.055142 -2.065 -0.564 -1.003
P 1.945465 -0.118874 0.315023 1.136 0.106 -0.790
H -0.324034 0.734105 1.175789 0.792 1.504 2.698
H 0.060022 0.670318 -1.606539 0.028 0.893 -2.402
H -2.543898 0.396739 1.226765 -0.815 0.505 0.838
H 2.710210 -0.857483 -0.653082 -0.029 0.418 0.087

---

[3]
9
Properties=species:S:1:pos:R:3:forces:R:3 method="wB97M-V/def2-TZVPD" gap_ev=7.939 de_lowest_kcal_mol=42.8 total_energy_ha=-799.2745
C -0.100888 -1.003657 0.091705 0.392 -0.630 0.162
C -1.639329 0.993830 -0.093402 0.834 -1.575 -0.107
C 1.204178 -1.326741 0.051042 -1.636 0.662 1.189
P -1.148759 -0.523359 -1.163379 -0.615 0.921 -0.816
P -2.352385 -0.471952 0.646632 1.794 -0.878 0.388
H -0.909572 1.531200 0.467736 0.488 0.400 -0.017
H -2.133374 1.484867 -0.864176 -1.513 1.483 -0.785
H 1.763538 -1.114205 -0.837077 0.123 0.065 -0.595
H 1.798456 -1.608065 0.890744 0.133 -0.448 0.581

---

[4]
9
Properties=species:S:1:pos:R:3:forces:R:3 method="wB97M-V/def2-TZVPD" gap_ev=9.104 de_lowest_kcal_mol=69.5 total_energy_ha=-799.2321 smiles=P1[C@@H]2[C@H]3PC123
P -1.520390 1.018403 0.203531 -0.167 0.465 1.756
C 0.347716 0.918430 0.102090 -0.063 0.486 1.245
C 0.482714 -0.154736 -0.874581 0.296 -0.283 2.809
P 1.061889 -1.544982 0.189578 -1.052 1.512 0.336
C -0.451530 -0.399821 0.299811 2.492 -0.239 -0.474
H -1.800639 1.235911 1.746619 0.635 -0.197 -1.983
H 1.201976 1.369684 0.645258 -1.034 -0.463 0.268
H 0.310414 0.090054 -1.835527 -0.816 -0.374 -3.439
H 0.367852 -2.532943 -0.476779 -0.291 -0.908 -0.517

---

[5]
9
Properties=species:S:1:pos:R:3:forces:R:3 method="wB97M-V/def2-TZVPD" gap_ev=8.268 de_lowest_kcal_mol=108.6 total_energy_ha=-799.1698
C 1.829468 -0.329262 -0.332521 -7.856 0.507 0.834
C -1.474517 -0.790416 -0.006619 4.883 -2.250 0.123
C 0.447467 -0.463180 -0.257865 0.380 1.172 0.505
P 1.002060 1.245947 0.047403 0.240 -0.212 1.813
P -2.484550 0.469576 0.019477 0.810 1.714 -1.135
H 2.570040 -0.820748 -0.771980 3.366 -1.923 -1.308
H -1.485741 -1.868636 0.327171 -0.482 1.533 -0.532
H 1.002558 1.093839 1.571420 0.084 0.637 -1.380
H -1.406788 1.462884 -0.596482 -1.425 -1.179 1.080

---

[6]
8
Properties=species:S:1:pos:R:3:forces:R:3 method="wB97M-V/def2-TZVPD" gap_ev=7.112 de_lowest_kcal_mol=90.9 total_energy_ha=-514.6977 smiles="CC1=CS1"
C -1.105336 -0.400376 0.177400 -1.390 -0.206 -0.562
C 0.264112 0.127476 -0.036300 4.574 3.012 -1.701
C 1.385783 1.220281 -0.675916 -3.043 -2.578 2.063
S 1.666131 0.010538 0.916530 -1.415 -0.018 -0.067
H -1.513775 -0.090992 1.149078 0.305 0.443 -0.161
H -0.915568 -1.454444 0.401810 -0.162 -0.228 -0.401
H -1.988151 -0.294516 -0.589910 2.295 0.025 1.076
H 2.206801 0.882032 -1.342692 -1.165 -0.450 -0.248

---

[7]
8
Properties=species:S:1:pos:R:3:forces:R:3 method="wB97M-V/def2-TZVPD" gap_ev="7.149 / 8.496" de_lowest_kcal_mol=68.3 total_energy_ha=-514.7337
C 1.806240 0.632204 -0.256390 -0.632 0.439 0.436
C 0.316145 0.661656 0.102123 1.393 0.174 -1.563
C -0.179662 -0.668220 0.024150 -0.023 -1.995 0.426
S 3.052799 -0.212795 0.084556 0.613 -0.403 0.018
H 0.210011 1.335891 0.896572 -0.144 0.483 1.733
H -0.148656 1.130119 -0.707400 -0.692 1.424 -1.249
H -0.533741 -0.955440 -0.945664 -0.462 -0.150 -0.286
H 0.309032 -1.488962 0.525370 -0.053 0.028 0.486

---

[8]
9
Properties=species:S:1:pos:R:3:forces:R:3 method="wB97M-V/def2-TZVPD" gap_ev=8.505 de_lowest_kcal_mol=66.3 total_energy_ha=-912.9549
C 0.586545 0.483825 0.565881 1.443 -0.864 -1.734
C -0.268858 -0.332118 0.060390 0.230 1.120 1.028
C -1.081356 -0.876969 -0.748161 -1.796 -2.742 -1.709
S 2.089094 0.503820 -0.510830 0.623 2.410 1.965
S 3.606522 -0.444318 0.355144 -0.386 -0.207 -0.237
H 0.631965 1.176155 1.343131 -0.213 0.307 1.571
H -1.756473 -0.218980 -1.295066 0.263 -0.151 -0.163
H -1.177696 -1.987505 -0.960547 0.045 1.512 0.676
H 2.325493 1.824033 0.056996 -0.208 -1.385 -1.398

---

[9]
9
Properties=species:S:1:pos:R:3:forces:R:3 method="wB97M-V/def2-TZVPD" gap_ev=7.821 de_lowest_kcal_mol=93.5 total_energy_ha=-912.9114
C -1.118658 -0.124046 -0.255058 1.441 -3.070 0.630
C 0.007069 0.832881 -0.237336 1.328 2.221 -4.857
C 1.247054 0.302458 0.531266 -0.839 0.918 1.139
H -0.219422 -1.103088 -0.566544 -3.822 1.429 1.017
H 0.217606 0.457665 -1.578844 -0.072 1.736 3.581
H -0.058276 2.086264 -0.291011 -0.217 -3.523 0.759
H 1.056660 0.440721 1.669182 0.589 -0.382 -1.791
S -2.735969 -0.198659 0.100756 2.601 0.331 -0.835
S 2.622884 -0.298173 -0.067382 -1.009 0.340 0.359

---

[10]
9
Properties=species:S:1:pos:R:3:forces:R:3 method="wB97M-V/def2-TZVPD" gap_ev=8.047 de_lowest_kcal_mol=66.3 total_energy_ha=-912.9549
C 0.034795 0.684268 -0.651752 -0.485 3.036 1.999
C -0.278374 0.137748 0.757269 0.933 0.111 -0.976
C 0.692412 -0.582823 1.539388 -2.360 2.279 1.014
S 1.341206 1.932610 -0.298796 -0.548 -0.306 0.974
S 0.866651 1.058230 1.855553 0.473 0.209 -0.130
H 0.493438 0.068595 -1.286601 1.367 -3.143 -2.309
H -0.748189 1.208244 -1.181527 -0.566 -0.135 0.312
H -1.257711 0.131049 1.098130 -1.789 0.233 0.374
H 1.406095 -1.116046 1.092136 2.975 -2.284 -1.258